(1)
DFT (ωB97M-V/def2-TZVPD) results for C16H17NO2 as an isolated structure at a distorted geometry.

Properties
Orbital gap: 0.262 hartree
HOMO level: -6.4 eV
Relative energy (zero: lowest compared OMol25 entry of this formula, charge and spin): 1472.8 kJ/mol
Energy: -824.589614 Eh
LUMO level: 0.026 Eh

Structure (ORCA input):
```
! wB97M-V def2-TZVPD RIJCOSX def2/J DEFGRID3
* xyz 0 1
H 4.145 0.847 -1.227
C -4.648 1.896 -0.957
H -2.493 -2.030 2.187
C 1.180 -0.016 1.047
C 2.476 -0.596 -0.748
H 4.889 2.269 0.913
H 3.580 2.938 1.812
H -5.405 1.786 -2.036
C 3.217 0.470 -0.323
C -2.746 -1.502 1.554
O -3.509 1.409 -1.315
H 0.292 -2.006 -1.309
H 1.190 -2.807 -0.272
H -1.167 -0.263 -1.448
C 3.166 1.414 0.585
C -1.889 -0.361 -0.473
H 3.834 -1.052 -2.461
H 0.236 -0.221 1.569
C -4.018 0.152 0.486
H -4.566 -0.990 2.194
H 1.686 1.781 2.233
H -0.527 -2.663 1.488
H 2.029 -1.170 -2.693
C -2.902 0.450 -0.644
N -0.588 -2.110 0.515
C 2.068 1.208 1.341
C 2.836 -1.344 -2.068
C -1.704 -1.364 0.313
H -4.490 2.884 -0.812
H 3.791 3.571 0.138
C -3.795 -0.861 1.479
O -5.073 1.143 0.332
C 1.445 -0.981 -0.157
H 2.948 -2.304 -1.764
C 3.922 2.617 0.965
C 0.590 -2.196 -0.444
*
```

=====

(2)
DFT (ωB97M-V/def2-TZVPD) results for an isolated molecule of C10H14N2OS at a distorted geometry.

Properties
Orbital gap: 0.311 hartree
HOMO level: -7.8 eV
Relative energy (zero: lowest compared OMol25 entry of this formula, charge and spin): 473.9 kJ/mol
Energy: -972.224713 Eh
LUMO level: 0.026 Eh
SMILES string: C=[S@]1(=O)Nc2ccccc2N1C(C)C

Structure (ORCA input):
```
! wB97M-V def2-TZVPD RIJCOSX def2/J DEFGRID3
* xyz 0 1
C -1.664 1.086 2.091
C 0.492 -0.546 -0.396
O 0.191 2.843 0.195
H -2.030 0.883 3.105
H -2.065 1.630 -1.943
C -1.818 2.423 -1.346
H 0.649 -2.512 0.742
C 1.823 -2.080 -2.281
C 1.499 -0.785 -2.664
H -2.607 1.082 1.364
H 1.668 -3.638 -0.923
C -0.752 -0.051 1.687
C 0.753 -1.884 -0.109
H 0.044 -0.619 3.735
H 2.344 -2.667 -3.150
H 1.059 0.384 2.896
C 0.878 -0.089 -1.696
C 0.349 -0.429 2.670
N -0.225 0.300 0.373
H -1.357 -0.882 1.483
H 1.624 -0.251 -3.646
H 1.104 -1.198 2.577
N 0.564 1.281 -1.782
S -0.433 1.850 -0.569
H -1.200 2.043 2.194
H -2.647 2.782 -0.867
H 0.306 1.665 -2.668
C 1.450 -2.620 -1.069
*
```